# C19H39F3N2O7S

A 3-piece molecular cluster, C19H39F3N2O7S overall (ωB97M-V with the def2-TZVPD basis set, the OMol25 dataset).

Structure (XYZ):
```
71
C19H39F3N2O7S, DFT ωB97M-V with the def2-TZVPD basis set
C -5.658 1.661 2.301
C -5.106 3.002 1.840
O -4.684 3.098 0.779
O -5.158 4.080 2.714
C -4.227 4.002 3.750
O -4.391 3.337 4.669
C -3.020 4.919 3.579
O -2.895 5.451 2.267
S -1.841 4.602 1.294
O -0.533 5.074 1.650
O -2.072 3.096 1.941
C -0.859 2.339 2.104
C -1.236 1.042 2.862
O -0.333 0.815 3.928
C -1.401 -0.194 1.963
F -0.874 -1.230 2.595
F -0.775 -0.115 0.825
F -2.676 -0.460 1.807
H -5.306 1.392 3.297
H -5.348 0.895 1.595
H -6.749 1.715 2.292
H -3.211 5.772 4.241
H -2.107 4.455 3.952
H -0.116 2.858 2.713
H -0.388 2.172 1.130
H -2.219 1.230 3.311
H -0.382 1.613 4.467
C 1.358 -6.306 -2.052
C 0.341 -5.405 -1.367
N 0.635 -3.990 -1.494
C -0.186 -3.153 -0.633
C -1.696 -3.115 -0.897
C 0.821 -3.500 -2.850
C -0.336 -3.674 -3.842
H 2.365 -6.118 -1.676
H 1.114 -7.351 -1.854
H 1.361 -6.175 -3.135
H 0.338 -5.660 -0.304
H -0.661 -5.655 -1.750
H 0.201 -2.131 -0.659
H -0.034 -3.486 0.399
H -1.940 -2.508 -1.768
H -2.205 -2.658 -0.045
H -2.121 -4.110 -1.036
H 1.704 -3.990 -3.271
H 1.097 -2.442 -2.808
H -0.800 -4.659 -3.774
H 0.037 -3.561 -4.863
H -1.107 -2.918 -3.704
C 5.424 1.776 -2.421
C 4.712 1.200 -1.205
N 3.489 1.900 -0.858
C 2.954 1.514 0.436
C 2.469 0.070 0.606
C 2.510 2.033 -1.924
C 1.970 0.748 -2.566
H 5.649 2.834 -2.279
H 6.367 1.249 -2.578
H 4.836 1.665 -3.333
H 5.400 1.270 -0.358
H 4.539 0.127 -1.378
H 2.138 2.195 0.699
H 3.729 1.700 1.186
H 1.507 -0.090 0.124
H 2.328 -0.148 1.668
H 3.180 -0.659 0.215
H 2.948 2.648 -2.715
H 1.668 2.628 -1.558
H 2.754 0.014 -2.758
H 1.507 0.985 -3.527
H 1.199 0.280 -1.954
```

Properties
- HOMO (eV) = -8.06
- gap between HOMO and LUMO (Eh) = 0.3064



# C19H39O9Zn

C19H39O9Zn as an isolated structure (ωB97M-V with the def2-TZVPD basis set, the OMol25 dataset).

Structure (XYZ):
```
68
C19H39O9Zn, DFT ωB97M-V with the def2-TZVPD basis set
Zn 1.491 -1.774 -2.897
C -0.920 -1.185 -0.537
O 0.055 -1.475 -1.488
H -1.651 -0.503 -0.970
H -1.408 -2.088 -0.169
H -0.409 -0.758 0.326
C 3.962 5.469 -0.797
O 2.934 4.641 -1.237
C 2.573 3.667 -0.458
O 3.141 3.340 0.561
O 1.450 3.168 -0.942
C 0.732 2.087 -0.364
H 4.888 4.897 -0.746
H 3.904 5.790 0.243
H 4.026 6.430 -1.307
H 0.060 2.385 0.441
H 1.414 1.287 -0.075
H 0.215 1.543 -1.154
C -2.594 -2.226 2.648
C -3.503 -1.137 2.989
O -3.043 -0.005 3.240
C -5.047 -1.366 2.871
H -1.598 -1.829 2.450
H -3.105 -2.666 1.791
H -2.485 -2.937 3.466
H -5.459 -1.893 3.732
H -5.099 -2.064 2.035
H -5.538 -0.404 2.724
C 0.842 0.900 -5.782
C 1.395 1.079 -4.404
O 1.238 0.313 -3.488
C 2.367 2.226 -4.268
H 1.523 0.353 -6.433
H 0.597 1.850 -6.259
H -0.049 0.272 -5.758
H 1.839 3.177 -4.324
H 3.168 2.219 -5.007
H 2.910 2.323 -3.327
C -2.946 0.809 -3.517
C -2.161 1.980 -4.109
O -1.979 2.072 -5.309
C -1.517 3.081 -3.213
H -3.456 0.311 -4.342
H -3.645 1.170 -2.764
H -2.221 0.095 -3.128
H -2.050 3.076 -2.262
H -1.661 4.038 -3.716
H -0.454 2.882 -3.081
C 0.260 -0.634 3.862
C 1.832 -0.734 3.894
O 2.367 -1.822 3.765
C 2.586 0.520 4.046
H -0.099 -0.213 2.923
H -0.158 0.148 4.496
H -0.187 -1.614 4.029
H 2.418 1.052 4.982
H 2.263 1.217 3.272
H 3.666 0.373 4.062
C 0.161 -4.491 1.730
C -0.322 -5.408 2.892
O -1.563 -5.500 3.100
C 0.618 -6.084 3.915
H 1.179 -4.754 1.443
H 0.200 -3.460 2.080
H -0.595 -4.516 0.945
H 1.352 -6.772 3.496
H 0.129 -6.619 4.729
H 1.169 -5.313 4.454
```

Properties
- ΔE to the lowest compared entry with this formula, charge and spin (kJ/mol) = 220.77
- total charge = +1
- HOMO (eV) = -11.22
- gap between HOMO and LUMO (Eh) = 0.1332



# C19H40Br2NO10

A 4-piece molecular cluster, C19H40Br2NO10 overall (ωB97M-V with the def2-TZVPD basis set, the OMol25 dataset).

Structure (XYZ):
```
72
C19H40Br2NO10, DFT ωB97M-V with the def2-TZVPD basis set
C -0.359 -3.941 0.113
C -0.181 -2.612 -0.613
Br 0.504 -1.278 0.614
C -1.481 -2.166 -1.276
Br -1.113 -0.801 -2.641
N -2.432 -1.669 -0.351
C -3.805 -1.495 -0.839
C -4.786 -2.258 0.095
C -5.356 -3.449 -0.614
O -6.338 -3.484 -1.307
O -4.584 -4.572 -0.435
C -4.263 0.008 -0.924
O -4.050 0.665 0.114
O -4.838 0.318 -1.980
H -0.652 -4.699 -0.619
H -1.131 -3.880 0.884
H 0.576 -4.241 0.588
H 0.559 -2.729 -1.404
H -1.833 -3.036 -1.853
H -2.414 -2.220 0.496
H -3.871 -1.906 -1.856
H -4.267 -2.585 0.998
H -5.611 -1.605 0.382
H -4.802 -5.166 -1.166
C 0.973 2.913 2.345
O 0.684 1.553 2.599
C 0.107 1.308 3.866
C -1.407 1.221 3.827
O -1.998 2.447 3.460
C -2.460 2.474 2.102
H 1.149 3.014 1.275
H 0.139 3.560 2.627
H 1.874 3.232 2.884
H 0.407 2.090 4.575
H 0.509 0.354 4.224
H -1.752 0.973 4.838
H -1.725 0.420 3.151
H -3.400 1.937 1.984
H -1.734 2.028 1.420
H -2.606 3.521 1.839
C 2.373 -4.833 -5.556
O 1.983 -6.087 -5.028
C 1.938 -6.118 -3.612
C 0.536 -5.926 -3.075
O 0.021 -4.647 -3.390
C -0.864 -4.629 -4.495
H 2.124 -4.837 -6.616
H 1.847 -4.008 -5.070
H 3.453 -4.682 -5.447
H 2.599 -5.351 -3.193
H 2.309 -7.096 -3.292
H 0.570 -6.015 -1.985
H -0.125 -6.713 -3.457
H -1.851 -5.010 -4.209
H -0.478 -5.223 -5.328
H -0.968 -3.590 -4.804
C 2.019 7.433 1.936
O 2.695 6.206 1.742
C 3.833 6.296 0.907
C 5.120 6.346 1.702
O 5.218 7.513 2.502
C 4.857 7.306 3.854
H 1.346 7.301 2.782
H 2.716 8.247 2.155
H 1.426 7.697 1.054
H 3.762 7.171 0.253
H 3.848 5.402 0.276
H 5.964 6.354 1.006
H 5.203 5.449 2.324
H 5.652 6.781 4.396
H 3.930 6.734 3.941
H 4.713 8.286 4.306
```

Properties
- total charge = -1
- HOMO (eV) = -4.50
- gap between HOMO and LUMO (Eh) = 0.2508



# C19H40CeNOP3

C19H40CeNOP3 as an isolated structure (ωB97M-V with the def2-TZVPD basis set, the OMol25 dataset).

Structure (XYZ):
```
65
C19H40CeNOP3, DFT ωB97M-V with the def2-TZVPD basis set
Ce -0.756 0.030 0.218
P 1.652 0.937 2.184
P -1.159 2.639 -0.104
P 1.807 -0.481 -0.698
H -1.596 -3.598 0.998
C -0.511 -3.750 0.967
C 0.281 -3.455 2.028
H -0.132 -3.220 3.006
C 1.353 1.441 3.920
C 2.382 2.533 1.609
C 3.208 0.024 2.560
C -2.633 2.253 -1.154
C -1.774 3.879 1.040
C 0.019 3.531 -1.169
C 2.789 -2.001 -0.435
C 3.185 0.640 -1.131
C 1.079 -0.829 -2.363
H -0.095 -4.078 0.014
H 1.356 -3.331 1.922
H 1.298 0.572 4.590
H 0.424 2.016 4.000
H 2.187 2.082 4.243
H 1.592 3.278 1.499
H 2.887 2.413 0.650
H 3.105 2.859 2.364
H 2.931 -0.903 3.083
H 3.831 0.642 3.230
H 3.791 -0.238 1.668
H -2.911 3.199 -1.644
H -3.515 1.890 -0.591
H -2.388 1.525 -1.951
H -2.041 4.792 0.492
H -0.971 4.092 1.763
H -2.659 3.477 1.557
H -0.430 4.474 -1.503
H 0.313 2.944 -2.049
H 0.921 3.759 -0.579
H 3.147 -2.331 -1.414
H 2.179 -2.780 0.028
H 3.646 -1.782 0.206
H 3.620 0.273 -2.069
H 3.963 0.643 -0.361
H 2.823 1.660 -1.285
H 1.916 -1.160 -2.979
H 0.614 0.044 -2.838
H 0.329 -1.620 -2.347
C -2.266 -1.697 -2.683
C -3.376 -1.201 -3.395
C -3.532 -1.652 -4.690
C -2.652 -2.596 -5.247
C -1.633 -3.155 -4.468
C -1.445 -2.702 -3.164
O -2.001 -1.129 -1.406
H -2.890 -0.785 -1.170
H -4.078 -0.520 -2.918
H -4.379 -1.296 -5.286
H -2.785 -2.962 -6.256
H -1.022 -3.986 -4.816
H -0.687 -3.139 -2.508
C -1.405 -0.349 4.951
C -1.320 -0.392 3.533
N -1.336 -0.393 2.363
H -0.520 -0.833 5.386
H -2.296 -0.891 5.301
H -1.437 0.696 5.297
```

Properties
- ΔE to the lowest compared entry with this formula, charge and spin (kJ/mol) = 0.00
- total charge = +4
- HOMO (alpha / beta) (eV) = -19.56 / -19.56
- gap between HOMO and LUMO (alpha / beta) (Eh) = 0.1519 / 0.1513



# C19H40ClO9P

A 2-piece molecular cluster, C19H40ClO9P overall (ωB97M-V with the def2-TZVPD basis set, the OMol25 dataset).

Structure (XYZ):
```
70
C19H40ClO9P, DFT ωB97M-V with the def2-TZVPD basis set
C -0.211 -2.706 3.505
C -1.600 -2.452 4.124
C -2.810 -2.854 3.250
C -3.681 -1.706 2.689
C -3.497 -1.378 1.191
C -2.879 -0.003 0.930
C -1.462 0.147 1.496
C -1.139 1.575 1.936
C 0.349 1.798 2.287
C 1.056 2.827 1.386
C 2.069 2.241 0.378
C 1.851 2.787 -1.047
P 0.571 1.861 -1.899
C -0.493 2.874 -2.932
C -1.635 3.447 -2.079
C -2.770 2.455 -1.962
O -2.765 1.385 -2.494
O -3.808 2.920 -1.220
C 1.335 0.505 -2.784
O 1.997 -0.202 -1.775
C 2.820 -1.250 -2.338
O 2.042 -2.194 -2.984
C 1.813 -3.420 -2.322
C 0.521 -3.410 -1.469
O -0.262 -2.236 -1.647
H 0.442 -3.252 4.186
H -0.290 -3.289 2.583
H 0.302 -1.777 3.243
H -1.695 -1.397 4.401
H -1.659 -3.002 5.066
H -3.457 -3.507 3.841
H -2.452 -3.459 2.411
H -4.728 -1.979 2.843
H -3.521 -0.803 3.289
H -2.865 -2.136 0.716
H -4.463 -1.425 0.682
H -3.526 0.776 1.358
H -2.853 0.155 -0.156
H -1.331 -0.517 2.352
H -0.736 -0.150 0.731
H -1.754 1.794 2.815
H -1.440 2.272 1.142
H 0.438 2.100 3.332
H 0.873 0.839 2.210
H 0.292 3.390 0.834
H 1.577 3.561 2.005
H 1.985 1.152 0.351
H 3.093 2.468 0.673
H 2.750 2.662 -1.662
H 1.587 3.848 -1.010
H -0.264 1.290 -0.939
H -0.896 2.226 -3.713
H 0.110 3.665 -3.380
H -2.018 4.383 -2.490
H -1.320 3.679 -1.054
H -3.903 2.410 -0.403
H 2.034 0.952 -3.510
H 0.587 -0.088 -3.326
H 3.504 -0.772 -3.037
H 3.386 -1.649 -1.496
H 2.673 -3.667 -1.692
H 1.749 -4.180 -3.104
H 0.773 -3.533 -0.411
H -0.119 -4.248 -1.752
H 0.188 -1.531 -1.169
O 5.785 -1.496 -2.190
Cl 5.925 -0.055 -2.195
O 5.146 0.488 -3.301
O 7.299 0.318 -2.340
O 5.381 0.474 -0.958
```

Properties
- HOMO (eV) = -8.64
- gap between HOMO and LUMO (Eh) = 0.3108



# C19H40IrN3S4SbSi3

C19H40IrN3S4SbSi3 as an isolated structure (ωB97M-V with the def2-TZVPD basis set, the OMol25 dataset).

Structure (XYZ):
```
71
C19H40IrN3S4SbSi3, DFT ωB97M-V with the def2-TZVPD basis set
Ir 0.149 -0.118 0.672
S 2.861 3.068 1.502
Sb 2.752 0.883 2.373
S 0.369 0.807 2.806
S 2.431 -0.391 0.347
C -0.464 -2.783 3.198
Si -0.957 -3.205 1.444
C -2.478 -4.290 1.625
C 0.434 -4.225 0.729
C -1.320 -1.732 0.351
Si -1.273 -2.145 -1.482
C -2.362 -3.627 -1.837
C -1.925 -0.774 -2.575
C 0.439 -2.563 -2.125
Si -2.794 -0.754 0.842
C -3.066 -0.539 2.671
C -4.419 -1.365 0.143
C -2.536 1.014 0.135
C -3.554 1.953 -0.011
C -3.264 3.224 -0.482
C -1.956 3.542 -0.815
C -0.980 2.578 -0.655
N -1.272 1.358 -0.197
H 0.004 -3.665 3.646
H -1.324 -2.515 3.814
H 0.252 -1.962 3.250
H -2.233 -5.168 2.231
H -2.874 -4.640 0.672
H -3.278 -3.750 2.144
H 0.657 -5.061 1.399
H 1.339 -3.620 0.629
H 0.196 -4.638 -0.253
H -3.376 -3.483 -1.454
H -1.956 -4.535 -1.384
H -2.430 -3.797 -2.916
H -2.979 -0.542 -2.402
H -1.819 -1.094 -3.617
H -1.341 0.137 -2.455
H 0.519 -3.629 -2.356
H 1.240 -2.316 -1.428
H 0.623 -1.989 -3.035
H -3.354 -1.488 3.132
H -3.883 0.171 2.829
H -2.182 -0.168 3.190
H -4.526 -2.433 0.352
H -4.488 -1.228 -0.938
H -5.264 -0.850 0.609
H -4.571 1.680 0.246
H -4.049 3.963 -0.587
H -1.686 4.520 -1.189
H 0.054 2.758 -0.917
C 0.213 -1.059 -6.188
N 1.064 -0.202 -5.377
C 2.421 -0.693 -5.216
C 0.576 0.842 -4.647
S 1.272 1.358 -3.220
N -0.535 1.437 -5.194
C -1.275 2.411 -4.411
C -0.558 1.743 -6.621
H 0.307 -2.087 -5.829
H 0.504 -1.042 -7.242
H -0.825 -0.752 -6.100
H 2.939 -0.657 -6.178
H 2.412 -1.727 -4.865
H 2.949 -0.083 -4.490
H -1.417 2.052 -3.397
H -2.247 2.551 -4.883
H -0.753 3.373 -4.365
H 0.091 1.079 -7.181
H -0.216 2.771 -6.784
H -1.573 1.653 -7.009
```

Properties
- 2S+1 = 6
- ΔE to the lowest compared entry with this formula, charge and spin (kJ/mol) = 36.25
- HOMO (alpha / beta) (eV) = -6.98 / -8.05
- gap between HOMO and LUMO (alpha / beta) (Eh) = 0.2688 / 0.2088



# C19H40LaNP3Se

C19H40LaNP3Se as an isolated structure (ωB97M-V with the def2-TZVPD basis set, the OMol25 dataset).

Structure (XYZ):
```
65
C19H40LaNP3Se, DFT ωB97M-V with the def2-TZVPD basis set
La -1.032 0.139 0.073
P -2.326 2.497 0.762
P -0.390 0.764 -2.445
P 1.278 1.766 0.636
H -0.149 -2.144 0.997
C 0.278 -1.305 1.612
C -0.484 -0.580 2.432
H -1.577 -0.776 2.576
C -4.104 2.086 0.935
C -2.306 3.924 -0.381
C -1.850 3.110 2.411
C 0.722 -0.553 -3.007
C -1.941 0.607 -3.375
C 0.317 2.348 -2.905
C 1.860 1.692 2.378
C 1.349 3.570 0.285
C 2.712 1.057 -0.277
H 1.325 -1.061 1.338
H -0.152 0.328 2.964
H -4.228 1.212 1.606
H -4.537 1.856 -0.059
H -4.541 3.000 1.376
H -2.695 3.592 -1.366
H -1.266 4.294 -0.485
H -2.972 4.660 0.107
H -1.957 2.282 3.135
H -2.571 3.919 2.603
H -0.805 3.467 2.402
H 0.784 -0.335 -4.086
H 0.283 -1.550 -2.804
H 1.702 -0.471 -2.499
H -1.556 0.751 -4.401
H -2.637 1.413 -3.065
H -2.402 -0.389 -3.216
H 0.345 2.222 -3.998
H 1.319 2.467 -2.456
H -0.369 3.153 -2.576
H 2.820 2.237 2.392
H 1.987 0.639 2.682
H 1.113 2.174 3.033
H 2.403 3.862 0.461
H 0.663 4.100 0.973
H 1.051 3.764 -0.761
H 3.604 1.574 0.117
H 2.607 1.220 -1.362
H 2.770 -0.029 -0.078
C 3.361 -4.484 -0.398
C 2.645 -4.313 0.800
C 2.972 -5.043 1.927
C 4.025 -5.976 1.899
C 4.742 -6.152 0.701
C 4.420 -5.422 -0.431
Se 2.964 -3.492 -1.989
H 1.826 -2.736 -1.362
H 1.821 -3.587 0.821
H 2.407 -4.899 2.857
H 4.278 -6.548 2.782
H 5.564 -6.875 0.664
H 4.978 -5.559 -1.362
C -5.563 -1.343 -0.246
C -4.183 -1.067 -0.301
N -3.051 -0.791 -0.315
H -5.712 -2.257 -0.835
H -6.101 -0.494 -0.708
H -5.836 -1.513 0.812
```

Properties
- ΔE to the lowest compared entry with this formula, charge and spin (kJ/mol) = 239.80
- total charge = +3
- HOMO (eV) = -14.38
- gap between HOMO and LUMO (Eh) = 0.1413



| no. | calculated total energy (eV) |
| --- | --- |
| 1 | -56633.8331 |
| 2 | -87169.2573 |
| 3 | -182400.5266 |
| 4 | -64641.0543 |
| 5 | -60580.8683 |
| 6 | -101174.7499 |
| 7 | -115886.2714 |